[1]
The following is a DFT calculation (wB97M-V/def2-TZVPD) of C57H55Cl3F2N8O7SSiY as an isolated structure.

Element x y z (Å)
Y  -0.77  1.25  0.71
Cl  -8.20  1.95  2.56
Cl  -3.09  3.15  1.22
Cl  -4.30  -1.78  2.97
S  2.58  1.36  7.91
Si  -1.82  1.16  -1.85
F  5.35  -0.11  -2.71
F  -4.95  -4.15  -0.21
O  -0.17  3.39  0.85
O  1.16  -0.06  1.10
O  2.89  -1.29  0.36
O  -1.22  -1.05  0.13
O  1.09  1.75  -0.99
O  -0.10  5.55  0.29
O  -2.57  0.42  1.96
N  -0.13  1.56  3.27
N  -3.95  -6.72  0.38
N  -6.33  -6.99  1.95
N  0.46  -4.68  0.69
N  9.74  2.43  -3.50
N  3.39  4.96  -1.82
N  0.18  2.39  8.20
N  6.97  2.01  -3.30
C  -6.52  1.50  2.40
C  -3.12  -5.57  0.28
C  -1.02  4.63  -4.04
C  4.07  6.17  -2.29
C  -5.25  -6.80  -0.25
C  1.47  4.08  -0.67
C  -3.14  4.99  -3.00
C  5.19  3.50  -2.59
C  -2.83  -3.19  -0.03
C  8.77  3.48  -4.02
C  3.64  1.29  -1.90
C  3.14  2.58  -1.70
C  2.24  5.10  -1.10
C  -6.12  0.22  2.72
C  -6.37  -6.26  0.62
C  7.49  2.76  -4.41
C  0.76  -2.29  0.52
C  3.90  3.69  -2.06
C  -1.47  -3.34  0.23
C  -3.44  -1.09  -2.68
C  -0.65  -2.12  0.29
C  5.00  6.76  -1.24
C  1.81  2.74  -1.09
C  -1.75  -5.71  0.48
C  -0.92  -4.59  0.47
C  -4.28  2.04  1.82
C  5.68  2.22  -2.79
C  -0.69  1.81  5.57
C  -3.92  -7.41  1.66
C  -3.41  0.13  -2.00
C  -5.65  -0.39  -1.16
C  1.71  -1.12  0.65
C  -4.79  -0.14  2.58
C  2.17  -6.11  1.87
C  -5.65  -1.60  -1.85
C  -4.54  -1.95  -2.60
C  -3.62  -4.30  -0.01
C  -0.99  3.34  -3.51
C  1.23  -3.55  0.66
C  1.16  1.51  3.62
C  -3.80  0.75  2.12
C  -1.03  1.70  4.24
C  4.87  1.13  -2.45
C  -2.10  5.46  -3.79
C  1.08  -5.97  0.86
C  1.59  1.59  4.93
C  -4.55  0.45  -1.24
C  -5.60  2.43  1.95
C  0.29  4.40  0.20
C  0.83  -6.73  2.13
C  -4.97  -6.87  2.61
C  7.86  1.00  -2.78
C  1.10  1.85  7.38
C  -3.10  3.71  -2.47
C  -2.03  2.85  -2.71
C  9.16  1.65  -2.34
C  0.65  1.75  5.94
H  -0.14  2.69  -3.73
H  -1.49  1.88  6.29
H  0.73  -7.81  2.07
H  -3.99  5.64  -2.79
H  -0.20  4.97  -4.66
H  1.17  -6.55  -0.05
H  4.61  5.93  -3.20
H  3.04  0.44  -1.60
H  -7.36  -6.42  0.20
H  -2.07  1.73  3.92
H  9.26  3.98  -4.86
H  -7.06  -6.62  2.57
H  -4.53  -2.89  -3.15
H  8.99  2.38  -1.54
H  -2.95  -7.30  2.13
H  -4.57  1.38  -0.67
H  -5.26  -6.28  -1.20
H  9.92  0.93  -2.03
H  -0.93  0.46  -2.84
H  0.20  -6.24  2.87
H  -6.84  -0.51  3.07
H  8.08  0.23  -3.54
H  9.95  1.78  -4.26
H  3.29  6.88  -2.58
H  -6.51  -0.10  -0.57
H  2.29  -3.71  0.78
H  5.84  4.35  -2.79
H  -6.24  -5.21  0.86
H  -5.91  3.43  1.68
H  3.00  -6.76  1.62
H  1.87  1.38  2.81
H  -4.09  -8.49  1.50
H  -6.54  -7.98  1.81
H  10.63  2.86  -3.24
H  -6.51  -2.26  -1.80
H  -3.23  -2.21  -0.23
H  -3.93  3.38  -1.84
H  7.42  0.49  -1.93
H  -5.02  -7.43  3.55
H  -4.83  -5.81  2.82
H  -5.45  -7.86  -0.46
H  7.71  2.10  -5.26
H  -2.12  6.46  -4.20
H  4.44  7.08  -0.36
H  2.43  -5.24  2.46
H  8.61  4.17  -3.20
H  6.77  3.49  -4.75
H  0.43  2.51  9.17
H  -1.34  -6.70  0.63
H  5.52  7.63  -1.64
H  -2.58  -1.39  -3.27
H  5.74  6.03  -0.92
H  1.93  6.11  -0.89
H  2.64  1.53  5.18
H  -0.65  2.82  7.85

## Properties
* E_HOMO: -6.93 eV
* charge: +1
* energy above the lowest of the compared OMol25 structures with the same formula, charge and spin: 50.52 kcal per mole
* E_LUMO: -2.83 eV



[2]
The following is a DFT calculation (wB97M-V/def2-TZVPD) of a 3-piece molecular cluster, C3H14NO3S overall.

Element x y z (Å)
S  1.30  -2.73  1.07
O  2.41  2.04  1.30
O  -1.86  0.04  -3.35
O  -0.86  1.88  0.66
N  0.45  0.15  -0.82
C  0.12  -0.32  0.57
C  -0.19  -1.80  0.60
C  -1.05  0.54  1.06
H  -1.11  0.45  2.13
H  0.74  1.13  -0.81
H  0.80  -3.95  0.84
H  -1.94  0.17  0.55
H  1.01  -0.04  1.14
H  -0.56  -2.16  -0.36
H  -2.17  -0.86  -3.52
H  -1.72  0.45  -4.21
H  -0.98  -1.95  1.32
H  2.62  2.10  2.24
H  -0.61  2.43  1.41
H  -0.34  0.04  -1.47
H  2.73  2.85  0.88
H  1.18  -0.45  -1.21

## Properties
* E_HOMO: -12.82 eV
* charge: +1
* energy above the lowest of the compared OMol25 structures with the same formula, charge and spin: 6.91 kcal per mole
* E_LUMO: -2.89 eV



[3]
The following is a DFT calculation (wB97M-V/def2-TZVPD) of a single C4H8ClN molecule.

Element x y z (Å)
Cl  -1.42  -1.61  0.11
N  1.31  -0.18  0.91
C  -0.85  -0.04  -0.43
C  -1.62  1.07  0.26
C  0.66  0.01  -0.42
C  1.83  -0.86  -0.23
H  -1.29  2.06  -0.01
H  0.85  -0.92  1.42
H  1.73  -1.95  -0.25
H  1.10  0.95  -1.00
H  -1.32  0.99  1.33
H  2.82  -0.50  -0.42
H  -1.15  0.10  -1.48
H  -2.65  0.87  0.21

## Properties
* E_HOMO: -9.36 eV
* SMILES: C[C@H](Cl)[C@@H]1CN1
* charge: 0
* energy above the lowest of the compared OMol25 structures with the same formula, charge and spin: 31.71 kcal per mole
* E_LUMO: 0.96 eV



[4]
The following is a DFT calculation (wB97M-V/def2-TZVPD) of a single C26H28FN5O2 molecule.

Element x y z (Å)
F  -9.57  0.62  1.69
O  1.11  -2.29  -0.14
O  -2.97  -3.51  0.34
N  -2.28  -1.68  -0.82
N  -2.49  -0.42  -1.27
N  0.23  -0.30  -0.78
N  3.88  1.05  1.01
N  -4.58  -0.33  -0.28
C  8.09  0.69  0.70
C  6.36  -1.44  0.33
C  -2.43  2.10  -2.27
C  -4.40  -1.62  0.23
C  -3.56  0.23  -1.02
C  7.67  -1.52  -0.12
C  -1.04  -2.30  -1.22
C  -6.51  1.30  -0.11
C  6.78  0.77  1.15
C  -3.19  -2.37  -0.05
C  2.62  0.25  -0.99
C  -3.69  1.62  -1.56
C  -7.77  1.44  0.43
C  0.22  -1.63  -0.63
C  -6.42  -0.92  0.89
C  -5.50  -2.00  0.94
C  3.74  1.14  -0.43
C  5.91  -0.30  0.97
C  1.29  0.58  -0.31
C  8.54  -0.46  0.07
C  1.46  0.47  1.21
C  4.49  -0.20  1.46
C  -7.69  -0.77  1.43
C  2.63  1.36  1.67
C  -8.34  0.42  1.19
C  -5.82  0.11  0.12
H  -5.63  -2.94  1.44
H  4.50  -0.17  2.56
H  -2.60  3.08  -2.70
H  -8.16  -1.54  2.02
H  -1.60  2.17  -1.57
H  4.69  0.87  -0.88
H  3.52  2.18  -0.67
H  1.65  -0.57  1.48
H  -1.07  -3.33  -0.88
H  -3.91  2.29  -0.73
H  1.00  1.60  -0.57
H  2.77  1.27  2.75
H  8.76  1.52  0.85
H  9.56  -0.52  -0.28
H  -8.34  2.35  0.27
H  3.93  -1.09  1.15
H  5.69  -2.28  0.17
H  6.42  1.66  1.64
H  -6.10  2.10  -0.70
H  0.54  0.79  1.71
H  -0.95  -2.27  -2.31
H  2.40  2.41  1.44
H  2.53  0.41  -2.07
H  -0.60  0.12  -1.19
H  2.86  -0.80  -0.82
H  -4.53  1.65  -2.25
H  -2.16  1.41  -3.07
H  8.02  -2.42  -0.61

## Properties
* E_HOMO: -8.27 eV
* SMILES: CCc1nn(CC(=O)NC2CCN(Cc3ccccc3)CC2)c(=O)c2cc3cc(F)ccc3n12
* charge: 0
* energy above the lowest of the compared OMol25 structures with the same formula, charge and spin: 26.76 kcal per mole
* E_LUMO: 0.00 eV



[5]
The following is a DFT calculation (wB97M-V/def2-TZVPD) of C34H50IMnN10O3PS as an isolated structure.

Element x y z (Å)
I  4.45  2.17  5.24
Mn  -1.87  1.06  0.44
S  0.09  3.55  -0.50
P  0.55  -1.01  -0.42
O  -1.74  1.94  1.95
O  -1.16  2.66  -0.45
O  -1.81  4.08  2.60
N  -2.99  0.66  -1.19
N  -0.65  -0.06  0.00
N  0.77  -2.18  0.69
N  -3.16  -0.32  1.21
N  -3.88  -1.97  2.74
N  -5.00  -3.77  1.91
N  1.91  -0.14  -0.64
N  0.32  -1.74  -1.87
N  -2.69  -0.18  3.48
N  -4.46  -2.11  0.43
C  3.50  0.98  0.89
C  0.41  -2.64  3.07
C  -3.26  -0.83  2.48
C  -0.50  -2.96  -1.96
C  2.56  2.43  4.44
C  -0.02  -3.84  -3.14
C  -0.57  5.22  -0.76
C  1.47  -3.77  3.09
C  -0.24  -2.54  1.70
C  2.02  -4.05  1.68
C  -3.84  -0.35  -1.07
C  -1.23  3.04  2.62
C  0.07  2.79  3.28
C  -2.98  1.38  -2.31
C  -4.71  -0.71  -2.06
C  2.98  -0.44  -1.61
C  4.33  -0.55  -0.92
C  2.12  -2.78  0.85
C  0.44  -1.68  -4.35
C  -3.83  -1.00  0.27
C  0.69  3.84  3.94
C  1.94  3.67  4.52
C  -0.11  5.68  -2.14
C  0.71  3.40  -2.19
C  0.70  1.54  3.22
C  -4.43  -2.59  1.71
C  0.14  -0.88  -3.06
C  2.17  1.08  0.16
C  0.97  -3.08  -4.03
C  -0.07  4.42  -3.01
C  1.94  1.36  3.80
C  -4.72  0.03  -3.23
C  4.63  0.71  -0.10
C  -3.84  1.09  -3.36
H  2.42  4.49  5.03
H  0.88  6.12  -2.08
H  -5.38  -1.55  -1.89
H  -1.56  -2.68  -2.09
H  1.39  -4.77  1.16
H  1.93  -3.00  -3.52
H  3.01  -4.49  1.75
H  -0.24  5.84  0.07
H  2.80  -2.07  1.34
H  2.43  0.39  3.77
H  0.43  -4.75  -2.77
H  -2.26  2.18  -2.36
H  1.35  1.24  0.86
H  -1.09  4.07  -3.20
H  -0.89  -4.13  -3.74
H  -0.89  -0.50  -3.07
H  0.40  4.60  -3.98
H  -0.42  -3.51  -1.02
H  3.68  1.91  1.44
H  0.18  4.80  4.00
H  4.73  1.57  -0.77
H  0.59  2.36  -2.47
H  -0.71  -3.50  1.45
H  0.80  -0.03  -2.97
H  0.88  -1.68  3.30
H  1.02  -4.68  3.49
H  2.28  -3.50  3.76
H  -2.30  0.73  3.33
H  0.22  0.71  2.71
H  -5.41  -0.21  -4.03
H  1.77  3.65  -2.14
H  -0.35  -2.82  3.83
H  3.45  0.17  1.63
H  1.15  -1.13  -4.97
H  -2.84  -0.52  4.42
H  -5.06  -4.14  2.85
H  -1.65  5.08  -0.68
H  3.02  0.38  -2.34
H  -0.79  6.44  -2.54
H  5.10  -0.69  -1.69
H  -5.47  -4.24  1.16
H  5.58  0.60  0.42
H  1.14  -3.63  -4.95
H  -0.48  -1.78  -4.94
H  2.53  -3.01  -0.13
H  2.21  1.94  -0.52
H  2.73  -1.35  -2.15
H  -3.82  1.71  -4.25
H  4.34  -1.43  -0.28
H  -1.00  -1.79  1.69

## Properties
* E_HOMO (alpha / beta): -13.02 / -13.01 eV
* charge: +2
* <S²>: 3.792
* 2S+1: 4
* E_LUMO (alpha / beta): -6.43 / -6.19 eV



[6]
The following is a DFT calculation (wB97M-V/def2-TZVPD) of C38H45Br48N5O4 as an isolated structure.

Element x y z (Å)
Br  -6.88  -2.61  -5.29
Br  -8.74  2.56  -2.55
Br  0.00  -0.17  7.37
Br  -5.83  3.00  -1.25
Br  -10.28  -2.78  -8.95
Br  5.89  -4.40  -2.22
Br  0.53  7.32  -6.23
Br  8.00  3.62  9.94
Br  -7.54  -6.61  -3.66
Br  -4.64  -8.01  -3.53
Br  6.54  -6.29  0.30
Br  4.46  -9.30  1.22
Br  -1.14  -7.23  -0.70
Br  -0.19  -3.32  6.72
Br  4.95  -0.29  11.50
Br  -13.46  -1.87  -1.92
Br  1.56  -7.90  1.09
Br  -12.72  1.12  -2.87
Br  -3.65  -9.19  -0.25
Br  6.17  6.13  7.13
Br  -2.82  -1.48  6.52
Br  0.64  7.73  -9.43
Br  -8.32  -5.07  -7.83
Br  -9.81  -1.57  -4.41
Br  7.14  -3.13  0.46
Br  -2.85  -7.06  2.03
Br  5.29  2.90  5.99
Br  5.14  2.86  12.15
Br  0.81  -0.04  -5.80
Br  3.40  -1.36  -7.18
Br  -7.11  -2.59  -9.50
Br  -1.48  5.68  -8.14
Br  -8.42  4.32  0.13
Br  -13.44  -1.14  -5.06
Br  9.07  7.43  -0.12
Br  6.70  5.40  0.71
Br  6.02  8.10  -0.91
Br  7.73  6.10  4.31
Br  3.83  -6.72  3.04
Br  4.08  0.42  7.66
Br  2.31  1.55  11.30
Br  10.51  5.58  9.49
Br  8.15  8.56  6.36
Br  0.49  -1.79  -8.49
Br  2.12  2.72  6.55
Br  -7.50  -1.96  -2.19
Br  8.80  5.75  12.22
Br  -5.27  -5.43  -1.71
O  3.09  4.72  -1.57
O  -0.31  -3.33  -2.41
O  3.45  1.95  2.68
O  6.34  4.26  2.09
N  -0.44  1.93  -4.17
N  4.72  3.16  0.22
N  3.43  3.56  0.63
N  -2.25  3.67  -4.38
N  0.00  4.08  -5.21
C  1.50  -1.53  -6.85
C  3.76  1.72  6.25
C  0.14  1.30  1.50
C  0.33  0.45  2.90
C  3.10  -8.31  2.20
C  -2.89  -7.44  0.12
C  -4.04  1.72  -2.31
C  5.65  3.73  1.07
C  2.14  -3.93  -1.71
C  -8.64  -3.77  -9.25
C  0.83  -2.12  1.36
C  1.39  2.24  0.95
C  2.88  2.49  1.59
C  -0.70  -1.92  1.91
C  -2.86  2.11  -1.60
C  1.19  3.12  -0.43
C  0.28  6.49  -7.97
C  4.02  1.26  12.20
C  1.13  -3.64  0.74
C  -6.00  -7.02  -2.55
C  -0.27  4.13  -2.69
C  -13.75  -0.49  -3.25
C  7.78  6.65  6.18
C  7.05  -4.70  -0.69
C  8.76  5.37  10.31
C  2.61  3.92  -0.61
C  1.09  -2.80  -2.35
C  -0.81  -0.77  3.07
C  -1.18  -2.20  -2.82
C  -1.24  1.30  0.57
C  -1.12  -1.76  7.42
C  -7.74  2.82  -0.91
C  -0.77  3.40  -4.06
C  -8.23  -2.59  -3.89
C  2.50  -3.47  -0.18
C  7.20  7.26  0.38
C  -0.19  3.16  -1.36
C  -1.43  2.20  -0.81
H  8.05  -4.87  -1.08
H  3.80  1.06  13.25
H  7.07  7.79  1.33
H  -2.12  0.60  0.95
H  3.39  -4.06  0.32
H  3.63  1.16  5.32
H  1.40  -2.49  -3.44
H  -1.34  -1.97  8.47
H  -0.33  5.09  -5.14
H  -1.88  -1.84  -1.93
H  1.01  5.68  -8.05
H  -0.88  5.14  -2.51
H  0.41  1.65  -3.63
H  -14.81  -0.21  -3.19
H  2.86  -2.34  -0.25
H  1.44  0.04  3.03
H  -0.65  -1.29  4.13
H  1.08  -1.83  -1.69
H  0.85  4.50  -2.89
H  8.10  6.11  9.85
H  1.57  -4.97  -1.69
H  -1.26  1.31  -3.98
H  -3.55  -6.70  -0.34
H  -6.35  -7.67  -1.75
H  -1.89  -0.27  3.10
H  1.65  -1.97  2.22
H  -7.87  1.92  -0.30
H  1.32  -4.35  1.66
H  -0.49  -1.31  -3.20
H  1.01  -1.29  0.55
H  -8.55  -3.62  -3.73
H  -1.90  -2.53  -3.69
H  -1.37  -1.55  1.00
H  -8.77  -4.34  -10.18
H  1.36  -2.43  -6.24
H  -1.16  -2.92  2.35
H  -2.71  4.17  -3.56
H  3.15  -3.95  -2.31
H  2.75  -8.96  3.01
H  -2.75  2.78  -4.59
H  0.15  1.15  3.84
H  8.62  6.12  6.65
H  0.18  -3.94  0.12
H  1.03  4.07  -5.03
H  -4.93  1.44  -3.05

## Properties
* E_HOMO: -8.34 eV
* charge: 0
* E_LUMO: -2.23 eV



Calculated max |F| in order - 0.0323; 0.0274; 0.0752; 0.0169; 0.0288; 0.2677 Eh/bohr
Calculated electronic energy in order - -5476.08012; -801.12693; -672.08619; -1531.72701; -4286.77438; -125601.14626 Ha